117
Properties=species:S:1:pos:R:3:mulliken_charge:R:1 method="wB97M-V/def2-TZVPD" relative_energy_kj_mol=311.8 total_charge=+1 homo_energy_ev=-8.65 e_lumo_ev=-4.425 total_energy_ha=-3587.87704
Ta -0.167 0.339 -0.347 1.9190
C -6.181 -3.769 0.345 -0.5116
C -5.233 -3.521 1.324 -1.2278
C -4.437 -2.397 1.260 -0.1404
C -4.567 -1.459 0.218 2.0321
C -5.490 -1.764 -0.791 -0.4848
C -6.288 -2.887 -0.719 -0.9900
C -3.628 -0.347 0.165 0.3657
C -3.323 0.411 -0.995 0.2799
C -4.241 0.891 -1.971 -1.8729
C -3.547 1.702 -2.819 -1.4652
C -2.192 1.707 -2.388 0.3894
C -1.177 2.419 -3.038 1.1529
C -1.511 2.937 -4.386 -0.0171
C -1.505 4.294 -4.687 -0.0958
C -1.794 4.726 -5.970 -0.8801
C -2.081 3.809 -6.968 -0.4737
C -2.103 2.456 -6.673 -0.9089
C -1.825 2.022 -5.390 -0.0145
C 0.111 2.655 -2.550 0.0035
N 0.659 2.093 -1.418 0.4591
C 1.942 2.564 -1.315 0.2405
C 2.831 2.240 -0.260 0.2293
C 4.280 2.172 -0.399 1.6508
C 4.966 2.438 -1.593 -0.6433
C 6.336 2.292 -1.684 -1.1761
C 7.077 1.848 -0.603 -0.6090
C 6.414 1.496 0.560 -1.2015
C 5.046 1.628 0.650 -0.0616
C 2.268 2.034 1.028 0.0668
C 2.829 2.554 2.233 -1.7738
C 1.940 2.294 3.229 -1.3671
C 0.825 1.637 2.634 0.1129
N 1.054 1.485 1.282 -0.1953
C -0.323 1.279 3.346 1.3524
C -1.492 0.777 2.781 -0.2618
C -2.676 0.488 3.531 -1.2073
C -3.590 0.002 2.653 -1.9517
C -2.967 0.014 1.364 0.4332
N -1.714 0.519 1.452 0.2886
C -0.318 1.450 4.819 0.3275
C -0.193 2.702 5.412 -0.3088
C -0.189 2.822 6.790 -0.8183
C -0.293 1.701 7.595 -0.5661
C -0.430 0.454 7.011 -1.1161
C -0.458 0.329 5.633 -0.4695
C 2.190 3.480 -2.376 -1.9093
C 1.069 3.519 -3.152 -1.3925
N -2.085 0.950 -1.243 0.5075
H -6.801 -4.651 0.395 0.4334
H -5.096 -4.225 2.132 0.4368
H -3.669 -2.268 2.005 0.3782
H -5.587 -1.131 -1.655 0.1824
H -6.993 -3.081 -1.514 0.4357
H -5.302 0.753 -1.965 0.7376
H -3.943 2.283 -3.628 0.6803
H -1.292 5.013 -3.909 0.5939
H -1.789 5.782 -6.190 0.4095
H -2.295 4.148 -7.970 0.4060
H -2.333 1.734 -7.443 0.4214
H -1.834 0.967 -5.158 0.4415
H 4.438 2.741 -2.477 0.6010
H 6.830 2.516 -2.616 0.4507
H 8.149 1.746 -0.670 0.4268
H 6.959 1.086 1.397 0.4351
H 4.564 1.264 1.541 0.1428
H 3.736 3.118 2.303 0.7749
H 2.023 2.549 4.265 0.7327
H -2.795 0.647 4.585 0.7016
H -4.605 -0.279 2.849 0.7795
H -0.118 3.587 4.796 0.5997
H -0.108 3.801 7.233 0.4246
H -0.278 1.804 8.669 0.4148
H -0.525 -0.427 7.625 0.4440
H -0.585 -0.641 5.177 0.9920
H 3.056 4.103 -2.470 0.9731
H 0.919 4.100 -4.039 0.7352
C 3.332 -1.412 2.897 -1.6333
N 2.199 -2.286 2.802 0.3912
C 1.228 -2.405 3.769 -0.4805
C 0.355 -3.347 3.343 -1.0468
N 0.772 -3.812 2.132 -0.1754
B 0.215 -5.013 1.363 0.3877
N -0.243 -4.571 -0.073 1.0446
C -0.370 -5.500 -1.055 -0.8299
C -1.143 -4.986 -2.046 -0.7412
N -1.486 -3.718 -1.667 0.4625
C -2.540 -2.969 -2.298 -0.9874
C -0.888 -3.479 -0.470 -1.3118
S -1.010 -2.002 0.415 1.1141
C 1.898 -3.161 1.802 0.0525
S 2.755 -3.401 0.379 -0.3007
H 3.657 -1.363 3.937 0.4033
H 3.073 -0.399 2.566 0.5786
H 4.147 -1.809 2.290 0.5962
H 1.276 -1.828 4.669 0.8225
H -0.530 -3.730 3.803 0.5607
H 1.068 -5.827 1.233 -0.1353
H -0.765 -5.401 1.916 -0.2073
H 0.096 -6.459 -0.966 0.5221
H -1.457 -5.402 -2.982 0.5482
H -2.373 -2.919 -3.374 0.4336
H -2.600 -1.966 -1.880 0.1174
H -3.496 -3.473 -2.122 0.3446
C -0.024 -0.656 -2.440 -1.4410
H 0.677 -1.491 -2.451 0.5686
H 0.282 0.035 -3.226 0.7195
H -0.971 -1.056 -2.789 -0.0735
N 2.904 -0.085 -2.468 0.1432
C 4.177 -0.426 -2.726 -0.6013
C 4.722 -0.868 -1.546 -1.1745
C 3.685 -0.755 -0.615 -1.4369
N 2.582 -0.288 -1.180 0.7825
H 2.221 0.259 -3.123 -0.0437
H 4.603 -0.336 -3.704 0.4873
H 5.719 -1.218 -1.381 0.5838
H 3.706 -1.001 0.422 1.0711